1.
Density functional theory data (wB97M-V/def2-TZVPD) for a molecular structure, C24H33N2ORuSSi in a non-equilibrium geometry.

**E_LUMO (spin up / spin down)**: -6.31 / -7.41 eV
**Energy above the lowest of the compared OMol25 structures with the same formula, charge and spin**: 29.9 kcal/mol
**2S+1**: 2
**Charge**: +2
**HOMO (spin up / spin down)**: -14.0987 / -14.2835 eV

Geometry as XYZ:
```
63
Properties=species:S:1:pos:R:3:forces:R:3
Ru -0.542577 0.574756 0.395227 -2.30 1.70 2.18
C 0.581404 3.416339 2.214913 -0.03 -0.05 0.07
C -0.122154 2.088874 2.229481 0.20 0.35 -0.07
C 0.607379 0.910182 2.475430 0.50 -0.15 -0.19
C -0.011812 -0.335140 2.626431 0.54 -0.09 -0.19
C -1.389306 -0.418013 2.465684 -0.11 -0.23 -0.11
C -2.139480 0.728506 2.171965 -0.11 -0.05 -0.38
C -1.510693 1.971422 2.065788 0.34 0.34 0.01
H 0.740732 3.747216 3.242900 0.02 -0.01 0.01
H -0.001465 4.184199 1.714488 -0.02 0.03 0.04
H 1.555510 3.341623 1.733128 -0.01 -0.01 -0.01
H 1.683229 0.976822 2.577157 0.01 -0.01 -0.01
H 0.580894 -1.212289 2.846131 -0.02 0.00 0.05
H -1.888888 -1.362508 2.599627 -0.01 -0.05 -0.11
H -3.211913 0.663173 2.044668 0.02 -0.06 -0.06
H -2.089160 2.860118 1.846926 -0.06 -0.04 -0.03
C -1.007027 3.965267 -1.128362 0.05 0.08 -0.05
C -1.464481 2.711006 -1.786090 -0.20 0.16 -0.33
C -1.863570 2.680362 -3.125891 0.09 0.19 0.29
C -2.252227 1.495782 -3.732746 -0.02 -0.20 0.11
C -2.266404 0.306684 -3.007841 0.00 0.61 0.02
C -1.903005 0.428234 -1.680123 0.02 -0.73 0.66
N -1.536369 1.581257 -1.077373 0.09 -0.18 -0.89
N -1.673592 -0.541552 -0.709700 -0.42 -1.25 -0.89
Si -2.761131 -2.081614 -0.747317 0.75 0.75 -0.04
C -4.465630 -1.447753 -1.082596 -0.16 0.01 -0.16
C -2.688982 -2.993801 0.856714 0.12 0.03 0.16
C -2.052326 -3.141271 -2.088111 -0.08 -0.17 -0.18
H -1.824800 4.686257 -1.075998 0.01 -0.01 0.00
H -0.199194 4.425759 -1.697697 -0.02 -0.01 0.01
H -0.650973 3.761024 -0.126272 0.04 -0.01 0.03
H -1.844568 3.603940 -3.688591 -0.02 -0.01 0.01
H -2.528552 1.494392 -4.779035 0.00 0.01 0.00
H -2.509567 -0.646773 -3.447935 -0.03 0.04 -0.01
H -4.742425 -0.604918 -0.445330 0.05 -0.02 0.03
H -5.190311 -2.244954 -0.896485 0.02 0.00 -0.01
H -4.592885 -1.134703 -2.120106 -0.04 0.01 0.03
H -3.288990 -2.526964 1.638816 -0.01 -0.04 0.01
H -1.664247 -3.136676 1.204282 -0.01 -0.05 0.06
H -3.110312 -3.988078 0.687402 0.00 0.01 -0.02
H -2.069060 -2.687030 -3.078775 -0.01 -0.01 0.03
H -2.657186 -4.051732 -2.147396 0.04 -0.01 -0.03
H -1.025140 -3.447251 -1.881795 -0.01 0.03 0.08
C 5.225450 -2.369237 2.785639 0.01 0.03 -0.02
C 4.324767 -1.773513 1.742257 0.03 -0.03 0.04
C 4.321223 -0.397471 1.496907 0.03 0.06 0.03
C 3.504852 0.159756 0.528498 0.05 -0.04 0.00
C 2.673395 -0.678882 -0.204345 -0.06 -0.01 -0.01
C 2.648437 -2.049640 0.020615 0.00 -0.05 0.07
C 3.478674 -2.588444 0.990751 -0.02 0.00 -0.04
S 1.609127 -0.051710 -1.461048 0.00 0.27 0.06
C 2.803543 0.521987 -2.648343 -0.01 0.37 0.02
O 0.951377 1.259297 -0.852476 0.85 -1.46 -0.27
H 5.851070 -1.611793 3.252986 -0.01 0.00 0.00
H 5.877118 -3.123814 2.343784 -0.01 0.00 0.00
H 4.643164 -2.861185 3.566035 0.00 -0.01 -0.01
H 4.987551 0.241389 2.063918 -0.02 0.00 0.00
H 3.518205 1.228126 0.346021 -0.01 -0.01 -0.02
H 1.998137 -2.693814 -0.560013 -0.01 0.03 0.00
H 3.476175 -3.658510 1.158891 0.00 0.01 0.01
H 3.486390 1.236368 -2.190562 0.00 -0.02 0.01
H 2.270390 0.975724 -3.482548 -0.01 -0.03 0.02
H 3.342233 -0.364830 -2.982532 -0.01 0.00 0.00
```
Forces are in eV/Å.

=====

2.
Density functional theory data (wB97M-V/def2-TZVPD) for a molecular structure, C32H34I2N12OPPbS in a non-equilibrium geometry.

**E_LUMO (spin up / spin down)**: -9.43 / -9.05 eV
**Energy above the lowest of the compared OMol25 structures with the same formula, charge and spin**: 88.2 kcal/mol
**Charge**: +3
**HOMO (spin up / spin down)**: -15.4097 / -15.3624 eV

Geometry as XYZ:
```
84
Properties=species:S:1:pos:R:3:forces:R:3
Pb 0.364202 -1.507941 0.033572 -0.41 0.20 -0.68
C 4.825512 -3.606319 3.138183 0.27 0.00 0.03
N 3.494068 -3.550102 2.546105 -0.13 0.14 -0.13
C 2.471628 -4.411679 2.809881 -0.18 -0.09 -0.05
C 1.419992 -4.011072 2.037887 -0.07 -0.05 0.07
N 1.790132 -2.916490 1.312754 0.27 0.04 0.10
C 3.054821 -2.649169 1.634487 0.10 0.01 0.06
P 4.133565 -1.325670 0.975779 -0.44 -0.02 -0.21
C 3.714744 -1.548206 -0.789190 0.19 -0.05 -0.03
N 2.503374 -1.642609 -1.323369 0.36 -0.01 0.08
C 2.684906 -1.918998 -2.646076 0.01 0.02 -0.11
C 4.024271 -1.983226 -2.918353 -0.17 -0.05 -0.04
N 4.664614 -1.747769 -1.739175 -0.08 0.05 0.08
C 6.109323 -1.714451 -1.543226 0.22 -0.05 0.10
C 3.059777 0.115882 1.322134 0.08 0.04 0.01
N 1.769248 0.266232 1.039743 0.48 0.05 0.17
C 1.422084 1.512333 1.478543 0.02 0.03 0.02
C 2.514844 2.122179 2.025752 -0.19 0.05 -0.04
N 3.541400 1.233143 1.922707 -0.06 -0.11 -0.04
C 4.903723 1.454657 2.392262 0.29 0.02 0.08
H 4.839401 -4.369092 3.910656 -0.07 0.00 -0.01
H 5.568703 -3.859177 2.383918 -0.04 -0.03 0.00
H 5.084875 -2.649146 3.585052 -0.05 -0.02 0.03
H 2.560478 -5.226716 3.507217 0.06 0.02 0.00
H 0.428830 -4.427373 1.974890 0.03 -0.05 0.01
H 1.858536 -2.068629 -3.321897 0.01 -0.01 0.03
H 4.548888 -2.192733 -3.834891 0.05 0.04 0.03
H 6.604277 -1.753953 -2.508820 -0.06 0.00 -0.03
H 6.400397 -0.796735 -1.037019 -0.02 0.02 -0.05
H 6.438153 -2.563852 -0.946732 -0.04 -0.02 -0.04
H 0.415465 1.883164 1.401554 -0.01 0.01 -0.01
H 2.629637 3.095589 2.470943 0.07 -0.03 0.03
H 4.960978 2.429935 2.866473 -0.06 0.00 -0.01
H 5.187811 0.698883 3.121607 -0.06 0.01 0.01
H 5.610084 1.429100 1.564586 -0.06 0.01 -0.03
N -2.287731 -0.088163 4.127481 -0.35 0.26 -0.03
C -1.766322 -0.229984 2.915363 0.63 -1.25 -0.21
S -0.746710 -1.571811 2.633401 -0.25 0.45 0.34
N -2.044179 0.789733 2.085188 -0.39 1.21 0.54
N -1.885942 1.010493 0.834809 0.47 -0.52 -0.52
C -2.704735 1.642971 0.081020 -0.40 -0.11 0.30
C -4.067038 1.982043 0.579686 0.08 -0.10 0.04
C -5.205108 1.393433 0.034826 0.08 0.13 0.07
C -6.452690 1.736962 0.536082 -0.01 -0.12 -0.06
C -6.560771 2.649731 1.574177 -0.07 0.02 0.07
C -5.423202 3.225501 2.123918 0.14 -0.02 0.04
C -4.170506 2.873207 1.646349 -0.10 0.15 -0.18
C -2.260787 2.222767 -1.254696 0.01 -0.12 0.06
C -3.387946 2.362257 -2.242472 0.07 -0.01 -0.05
C -3.402092 1.628408 -3.353967 -0.04 0.15 0.09
C -2.307402 0.721779 -3.690339 0.05 0.04 0.05
C -1.155771 0.778750 -3.026290 0.24 -0.21 -0.28
N -1.055743 1.600559 -1.878721 0.11 -0.20 0.58
H -2.128557 -0.792071 4.829020 0.02 -0.09 -0.05
H -2.919601 0.670762 4.337050 0.05 0.04 -0.03
H -5.113890 0.662253 -0.758588 -0.04 0.04 -0.06
H -7.338255 1.284218 0.111024 -0.02 -0.01 0.05
H -7.533652 2.900453 1.975032 -0.02 0.04 -0.07
H -5.502414 3.951318 2.922076 -0.06 -0.04 0.04
H -3.278531 3.313827 2.077076 -0.01 0.01 0.01
H -4.170608 3.063941 -1.993768 -0.05 -0.02 -0.07
H -4.215998 1.719207 -4.060933 -0.04 0.01 0.05
H -2.431502 0.029286 -4.510696 0.08 0.00 -0.02
H -0.274689 0.203469 -3.279677 -0.04 -0.05 0.08
N -1.306355 -5.617583 -2.130722 0.05 -0.11 -0.03
C -1.352903 -4.545631 -1.336530 -0.06 0.06 -0.12
O -0.407414 -3.760727 -1.235478 -0.06 -0.20 0.21
C -2.654941 -4.380228 -0.570712 0.15 0.19 0.00
I -3.181812 -2.320770 -0.406104 -0.23 -0.10 -0.08
H -0.455841 -5.832644 -2.626725 0.05 0.05 0.02
H -2.066716 -6.271135 -2.212751 -0.05 0.05 0.04
H -2.537508 -4.748915 0.446217 0.01 0.00 -0.01
H -3.488042 -4.888649 -1.044994 0.00 0.00 0.00
I -3.351312 5.850432 -0.866086 0.42 -0.21 -0.12
C -1.661100 4.882385 -1.584647 -0.39 0.12 0.15
C -0.753277 5.475570 -2.403858 0.07 0.02 -0.10
C 0.373628 4.766124 -2.906005 -0.18 0.37 0.09
C 0.454762 3.391410 -2.756514 0.13 -0.52 0.14
N -0.392248 2.820751 -1.915716 -0.08 0.40 -0.41
C -1.362323 3.511854 -1.076275 -0.22 0.10 0.10
H -0.895321 6.499422 -2.723835 0.00 0.01 0.04
H 1.096575 5.286762 -3.516546 0.04 -0.08 -0.02
H 1.136149 2.761270 -3.313801 -0.11 0.00 -0.09
H -1.004363 3.585018 -0.040285 0.05 -0.03 -0.02
```
Forces are in eV/Å.